C12H29InN4O7P as an isolated structure, computed with ωB97M-V with the def2-TZVPD basis set.

Last column: natural (NBO) charge in e.
Positions of all 54 atoms, in Å:
H -4.65 2.62 -0.07  0.26
O -0.03 -0.98 2.78  -0.56
H 3.49 -1.21 -1.53  0.52
H -2.81 -0.86 0.53  0.30
H 1.28 1.66 4.16  0.26
H 1.04 -0.10 4.35  0.28
H -1.32 -4.25 2.24  0.50
H -1.80 -3.11 -2.91  0.26
N 2.19 1.28 0.26  -0.18
In 0.50 0.10 -0.29  1.85
H -3.26 2.55 2.68  0.26
H -1.48 2.38 2.55  0.25
H -2.62 -1.64 -3.49  0.23
H 2.67 1.57 -1.54  0.51
C 3.66 2.10 2.03  -0.68
C 0.21 -0.39 -3.25  0.13
H -2.32 3.66 1.64  0.27
H 1.40 -0.54 -5.02  0.24
H -1.13 -3.30 0.98  0.53
H 2.70 0.60 4.30  0.26
H -3.26 3.06 -1.10  0.27
C -3.75 2.24 -0.57  -1.01
H 1.57 -2.86 -0.87  0.20
H -4.05 1.47 -1.30  0.27
N 0.95 0.34 -2.41  -0.20
H 0.36 0.89 -4.96  0.25
H 4.41 2.24 1.24  0.28
H -0.26 -1.90 2.44  0.54
O 2.70 -1.10 -0.96  -0.76
C 0.41 -0.18 -4.71  -0.66
H -0.35 -0.71 -5.28  0.22
H -2.87 -0.23 2.19  0.26
C 2.51 1.29 1.55  0.19
C -1.65 -2.16 -3.42  -0.67
C -3.20 -0.06 1.16  -1.04
H -1.30 -2.35 -4.45  0.23
C -0.68 -1.34 -2.66  0.15
P -2.58 1.53 0.60  1.95
H 1.98 -2.10 0.69  0.18
H -4.30 -0.06 1.14  0.26
O 3.05 1.86 -0.62  -0.50
C 1.67 0.51 2.42  0.29
O -1.35 -2.35 -0.69  -0.67
H 4.12 1.60 2.89  0.24
H 3.24 -3.00 -0.22  0.20
C 2.35 -2.35 -0.31  -0.27
H 3.30 3.08 2.36  0.26
N 0.81 -0.35 1.85  -0.25
O -1.22 1.40 -0.09  -1.16
O 1.95 1.02 -2.85  -0.60
N -0.61 -1.48 -1.31  -0.23
C 1.68 0.67 3.89  -0.70
C -2.40 2.63 2.01  -1.00
O -0.92 -3.42 1.94  -1.01

Computed properties:
Max |F| in eV/Å: 3.7
Multiplicity: 1
Energy above the lowest of the compared OMol25 structures with the same formula, charge and spin in kJ/mol: 0.0
HOMO (alpha / beta) in eV: -9.5653 / -9.5371
Net charge: +1


C35H35N3O2RuSbSe4 as an isolated structure, computed with ωB97M-V with the def2-TZVPD basis set.

Last column: Mulliken spin population.
Positions of all 81 atoms, in Å:
H -2.72 2.12 2.64  0.00
C -1.64 3.91 -4.96  0.00
C -1.58 3.35 -2.62  0.00
O -0.30 1.05 -1.26  0.01
O 1.02 -0.48 1.11  0.03
C 0.39 -2.25 4.28  0.00
H -5.12 2.39 2.11  0.00
C -3.31 -1.83 -0.58  0.00
N -0.94 -1.67 -0.45  0.01
H -1.13 -0.80 -2.83  -0.01
H 2.99 0.17 -2.93  0.00
H 6.25 -2.28 3.31  0.00
C -1.96 -0.44 -2.21  0.00
C -0.57 -0.27 3.35  0.00
Se 1.66 -2.36 -2.11  -0.05
H -5.90 2.06 -0.22  0.00
H -1.77 2.24 -6.30  0.00
C 4.48 -1.06 3.47  -0.01
C -2.13 -2.92 1.19  0.00
C 3.23 -3.01 1.95  0.02
Se 5.14 -4.36 -1.21  0.00
C -1.68 1.99 -2.91  0.00
N 2.01 0.47 -2.82  0.01
Se 5.19 -1.41 -4.04  0.00
H -1.92 0.81 4.62  0.00
H -2.10 -3.53 2.09  0.00
H 0.26 -3.63 1.93  0.00
H -2.88 -0.43 -2.80  0.00
H -0.64 0.41 2.51  0.00
H -1.63 4.65 -5.75  0.00
C -4.85 1.94 0.02  0.00
C -3.07 1.97 1.62  0.00
H 0.96 2.45 -0.89  0.00
H -0.19 -2.73 6.28  0.00
Se 3.82 -0.39 -0.43  0.03
N 1.98 2.49 -0.85  0.01
H 5.13 -4.00 1.93  0.00
C -2.17 1.62 0.63  0.00
H -1.67 -0.75 6.52  0.00
C -3.32 -2.61 0.57  0.00
H 2.79 -3.78 1.32  0.00
H -1.48 5.35 -3.38  0.00
H -1.11 1.48 0.81  0.00
C 1.07 -1.60 1.91  0.01
H -1.79 0.56 -4.51  0.00
C -1.58 1.00 -1.74  -0.01
C -1.27 -0.05 4.53  0.00
H 2.60 -0.04 3.40  0.00
Ru 1.46 -0.28 -0.84  0.94
C 2.51 -1.90 2.33  -0.01
C 5.20 -2.18 3.06  0.00
C -1.14 -0.93 5.59  0.00
Sb 4.20 -2.31 -2.02  0.01
H 4.96 -0.29 4.06  0.00
H 0.83 2.12 -3.23  0.00
H -4.23 -1.57 -1.09  0.00
C -2.09 -1.37 -1.05  0.01
C 4.57 -3.15 2.30  0.00
C -2.60 1.42 -0.67  0.00
C -1.56 4.30 -3.63  0.00
C -4.41 2.13 1.33  0.00
H 2.27 3.09 -0.09  0.00
H 3.62 2.59 -2.11  0.00
C 3.15 -0.93 3.11  0.00
C 1.89 1.88 -3.18  0.00
H 1.05 -3.10 4.19  0.00
H -4.30 1.44 -1.99  0.00
H 2.41 3.83 -2.48  0.00
C -3.95 1.59 -0.97  0.00
H -4.26 -2.98 0.97  0.00
C -0.94 -2.45 0.64  -0.01
C -1.73 2.56 -5.26  0.00
H 2.33 2.08 -4.16  0.00
C 0.40 -2.81 1.22  0.01
H 1.04 -3.16 0.40  0.00
C -0.31 -2.04 5.46  0.00
H 1.47 -0.11 -3.45  0.00
C -1.75 1.61 -4.25  0.00
C 0.27 -1.36 3.21  -0.01
C 2.55 2.79 -2.15  0.00
H -1.50 3.66 -1.59  0.00

Computed properties:
Max |F| in eV/Å: 1.5
Multiplicity: 2
Energy above the lowest of the compared OMol25 structures with the same formula, charge and spin in kJ/mol: 0.0
HOMO (alpha / beta) in eV: -1.6644 / -1.6136
Net charge: -2


One molecule with the formula C5H8N4O4S, computed with ωB97M-V with the def2-TZVPD basis set.

Last column: natural (NBO) charge in e.
Positions of all 22 atoms, in Å:
N 2.96 -1.30 0.69  -1.06
O -1.71 -3.07 -0.06  -0.36
H 1.07 2.51 -1.34  0.25
H 1.60 2.71 0.29  0.26
S 2.42 -0.03 -0.03  2.33
H -0.08 3.34 0.03  0.25
H -3.72 0.59 0.42  0.23
N -0.71 -2.39 0.21  0.50
N -1.32 1.23 -0.25  -0.30
C 0.58 0.13 0.17  -0.06
H 2.39 -2.11 0.30  0.44
C -1.78 -0.06 -0.15  0.16
H -3.35 -1.16 0.11  0.23
C -0.84 -0.98 0.12  0.00
C -3.24 -0.21 -0.35  -0.64
N 0.00 1.27 -0.04  -0.15
H -3.74 -0.15 -1.30  0.25
H 3.04 -1.18 1.68  0.44
O 0.43 -2.80 0.51  -0.45
O 2.96 1.07 0.72  -0.96
C 0.56 2.56 -0.29  -0.46
O 2.50 0.01 -1.44  -0.90

Computed properties:
Max |F| in eV/Å: 6.6
Multiplicity: 1
Energy above the lowest of the compared OMol25 structures with the same formula, charge and spin in kJ/mol: 373.4
SMILES: Cc1nn(C)c(S(N)(=O)=O)c1[N+](=O)[O-]
HOMO (alpha / beta) in eV: -9.4315 / -9.4313


C34H39GeN3O6P2PtS as an isolated structure, computed with ωB97M-V with the def2-TZVPD basis set.

Last column: Mulliken spin population.
Positions of all 87 atoms, in Å:
H 0.90 -0.11 2.71  0.03
C -3.84 -1.61 -1.29  0.00
P 0.89 -0.07 -2.36  -0.03
H -4.52 -3.78 5.66  0.00
C -1.38 -0.81 1.47  -0.02
O 1.44 0.73 0.56  0.02
H 0.34 -4.95 2.18  0.01
C 0.31 -4.50 7.27  0.00
C -3.19 0.88 1.85  0.02
H -6.00 4.78 -1.23  0.00
H -0.50 -3.93 7.72  0.00
C -3.82 1.57 -1.37  0.00
Pt -0.68 0.28 -0.14  0.84
C 1.86 -4.88 5.50  0.03
H -1.03 -1.63 4.46  0.01
H -1.95 1.59 3.99  0.00
C -5.57 -3.82 -1.38  0.00
H 2.47 -1.59 3.86  0.00
O 2.95 -1.31 0.39  0.00
H -1.22 -3.35 1.15  0.03
C 0.77 -1.17 2.70  0.19
H -3.94 -1.69 -3.43  0.00
H -3.85 1.35 2.59  0.00
H -5.67 0.51 -1.08  0.00
H -5.88 -2.42 4.10  0.00
H -5.48 -3.77 0.77  0.00
C -5.20 1.49 -1.19  0.01
Ge -2.69 -0.03 -1.42  -0.01
N 0.76 -5.53 8.00  0.00
C -2.10 -1.79 4.37  -0.01
C 3.63 -0.78 -2.47  0.00
C -4.02 3.98 -1.45  0.00
C -4.30 -2.22 -0.12  0.01
C 1.65 -2.01 3.30  -0.01
H -4.84 -0.70 2.73  0.00
C 0.82 -4.14 6.04  -0.01
N -0.31 -1.65 1.97  0.20
H -2.69 1.68 1.29  -0.02
H -0.63 0.44 4.09  0.00
H 3.83 -1.48 0.77  0.00
C -5.98 2.63 -1.14  0.00
C 2.62 0.17 -1.85  0.01
O 1.05 -0.37 -3.92  0.01
H -2.17 2.92 -1.65  0.00
H -3.55 4.95 -1.56  0.00
H -2.15 -0.13 -2.87  0.00
C -4.81 -2.26 4.18  0.00
H -4.01 -1.85 0.86  0.00
C -4.22 -1.28 3.40  0.00
H 0.22 -0.60 -4.35  0.00
C 1.52 -3.42 3.18  0.36
C 1.76 -6.23 7.46  0.00
C -4.28 -2.14 -2.50  0.00
H -5.46 -3.61 -3.51  0.00
P 2.75 0.22 0.02  0.02
C -2.69 -2.78 5.15  -0.01
H -2.09 -1.52 1.05  -0.04
C -5.39 3.88 -1.27  0.00
O 3.99 1.03 0.21  0.00
H 0.40 -3.29 5.50  0.02
C 2.33 -5.96 6.23  0.00
H 2.13 2.17 -2.06  0.00
H -0.69 1.60 2.75  0.00
H 2.12 -7.07 8.05  0.00
C -2.85 -1.03 3.47  -0.01
C 0.46 -3.89 2.35  -0.04
C -4.06 -3.02 5.05  0.00
O 0.22 1.26 -2.09  0.00
H 3.70 1.87 -1.48  0.00
C -3.24 2.83 -1.50  0.01
H 3.32 1.71 -3.14  0.00
C -5.15 -3.32 -0.16  0.00
H 4.63 -0.60 -2.05  0.00
H 3.67 -0.67 -3.55  0.00
H -6.24 -4.68 -1.41  0.00
H 3.13 -6.58 5.86  0.00
C -2.16 0.00 2.56  0.09
O 0.29 -1.24 -1.61  0.12
N 2.98 1.60 -2.19  0.00
C -1.29 0.95 3.39  0.00
H 3.34 -1.80 -2.25  0.00
C -0.40 -3.02 1.78  0.21
H -2.08 -3.36 5.82  0.00
H -7.05 2.55 -0.99  0.00
C -5.14 -3.23 -2.55  0.00
S 2.63 -4.52 3.95  0.00
H -3.82 0.33 1.15  -0.02

Computed properties:
Max |F| in eV/Å: 0.1
Multiplicity: 3
Energy above the lowest of the compared OMol25 structures with the same formula, charge and spin in kJ/mol: 0.0
HOMO (alpha / beta) in eV: -5.4937 / -8.2949


C6H13N6O7S2 as an isolated structure, computed with ωB97M-V with the def2-TZVPD basis set.

Last column: natural (NBO) charge in e.
Positions of all 34 atoms, in Å:
H 0.64 0.26 -4.71  0.19
O 0.05 6.21 0.26  -0.69
O 1.98 1.90 -0.36  -0.99
C 1.58 -0.20 -4.43  -0.49
H -2.04 4.08 1.37  0.39
O -0.20 -1.79 -0.04  -0.67
N -3.22 -4.72 2.20  -0.86
C -2.12 -3.89 2.23  0.77
H 0.50 0.34 -1.98  0.26
N -1.67 4.96 1.06  -0.86
C -0.37 5.12 0.63  0.77
O 0.31 -1.08 2.30  -0.96
H 1.44 -1.16 -1.97  0.26
S 2.42 0.54 -0.55  2.31
H 0.03 3.09 0.93  0.41
C 0.57 -2.83 -0.14  0.55
H -4.16 -4.39 2.22  0.38
N 0.37 3.99 0.63  -0.83
C 2.20 0.25 -3.29  -0.09
O -0.98 -4.32 2.20  -0.65
H -3.04 -5.70 2.14  0.40
N 1.43 -3.54 -0.46  -0.39
H -3.34 -2.20 2.33  0.38
O -0.31 0.60 0.79  -0.95
H 1.32 4.06 0.32  0.42
H -2.25 5.77 1.08  0.39
C 1.51 -0.09 -1.98  -0.76
H 3.10 0.85 -3.28  0.22
H 1.96 -1.01 -5.03  0.20
N -2.41 -2.56 2.30  -0.86
H -1.63 -1.91 2.33  0.44
O 3.82 0.41 -0.80  -0.96
N 2.04 -0.43 0.73  -1.14
S 0.48 -0.59 0.97  2.42

Computed properties:
Max |F| in eV/Å: 4.7
Multiplicity: 1
HOMO in eV: -5.4932
Net charge: -1


A 13-piece molecular cluster, H26O13 overall, computed with ωB97M-V with the def2-TZVPD basis set.

Last column: natural (NBO) charge in e.
Positions of all 39 atoms, in Å:
H -0.04 1.62 -0.85  0.47
H 1.97 5.84 2.14  0.47
O 1.34 -6.29 0.52  -0.94
O -0.89 5.85 -1.84  -0.94
O -0.31 0.74 -0.57  -0.94
O -0.02 -4.43 -3.71  -0.94
H -0.56 2.22 -6.13  0.47
O -3.20 2.33 3.50  -0.94
H 4.32 -3.26 -0.86  0.47
H -3.57 -5.55 -0.17  0.47
H -0.36 0.96 -5.31  0.47
H 0.77 -4.18 -3.24  0.47
H 4.22 -1.86 -0.29  0.47
H -1.15 6.76 -1.92  0.47
O -4.81 0.54 -2.12  -0.94
H 5.90 1.67 1.10  0.47
H 1.07 -5.37 0.48  0.47
O 1.98 5.08 1.56  -0.94
H -0.68 -4.56 -3.02  0.47
H 1.86 1.41 5.27  0.47
O 3.70 -2.55 -0.70  -0.94
O 5.07 1.46 1.52  -0.94
H 1.38 5.31 0.85  0.47
H -4.03 2.71 3.23  0.47
H -3.07 -4.12 -0.12  0.47
H -2.49 -2.51 3.77  0.47
H 4.58 2.28 1.52  0.47
O -2.24 -2.33 2.86  -0.94
H 0.44 0.18 -0.77  0.47
O 0.03 1.81 -5.50  -0.94
H -4.66 1.46 -1.94  0.46
H -2.60 2.53 2.78  0.47
O -3.36 -4.80 -0.73  -0.94
H -1.29 5.42 -2.59  0.47
O 2.23 0.55 5.08  -0.94
H -2.16 -1.38 2.82  0.47
H 2.19 -6.27 0.96  0.47
H 2.49 0.60 4.16  0.47
H -4.04 0.09 -1.75  0.47

Computed properties:
Max |F| in eV/Å: 0.3
Multiplicity: 1
Energy above the lowest of the compared OMol25 structures with the same formula, charge and spin in kJ/mol: 310.1
HOMO in eV: -11.1661


C21H30F21Li2N3O9P3 as an isolated structure, computed with ωB97M-V with the def2-TZVPD basis set.

Last column: Löwdin charge in e.
Positions of all 89 atoms, in Å:
C -4.05 -3.11 1.42  -0.23
Li 2.53 -4.41 -2.21  0.93
H -1.12 0.21 11.08  0.06
C 5.42 -4.66 4.35  -0.20
F -1.15 -8.35 -4.03  -0.18
F -4.71 4.45 1.69  -0.20
O -3.72 0.86 -6.82  0.12
C 2.12 3.84 -7.01  -0.34
C 5.33 -3.19 4.41  -0.29
O 6.53 8.39 -1.16  0.15
C 4.63 -5.27 3.23  -0.20
F 5.94 4.43 -1.99  0.07
F 1.33 1.28 -2.13  -0.16
O 6.39 6.20 -0.55  0.15
F -7.17 -0.29 -5.50  0.11
C 0.34 1.88 7.53  -0.22
O -4.78 1.12 -4.83  0.10
P -4.19 5.65 0.75  0.16
H 0.85 -0.22 9.64  0.10
H 5.14 -5.21 5.24  0.12
H 3.69 -2.76 5.70  0.07
F -3.33 4.54 -0.05  -0.19
C -5.50 0.31 -3.97  -0.08
H -1.23 1.92 10.64  0.07
O -5.10 -0.78 -5.92  0.14
H -7.21 -4.61 -0.65  0.07
F -3.53 6.84 -0.14  -0.16
O 4.77 7.08 -1.65  0.07
H 5.91 -2.74 5.22  0.11
N -0.14 1.83 6.47  0.13
N -3.78 -2.01 1.48  0.14
H -6.29 0.92 -3.52  0.15
H 3.41 2.31 -6.45  0.14
F 0.78 -5.75 -4.59  -0.21
H 1.30 3.94 -6.30  0.18
H 1.00 2.90 9.29  0.11
H 6.47 -4.92 4.28  0.12
H -6.40 -3.15 0.02  0.07
H 2.07 1.71 8.71  0.10
F -0.07 -7.48 -5.85  -0.16
F 1.06 -7.95 -3.95  -0.18
F 1.70 -1.53 -0.58  -0.20
C -6.10 -0.74 -4.92  -0.35
F -2.90 5.69 1.83  -0.25
F 0.82 0.64 -0.18  -0.20
C -4.37 -4.55 1.31  -0.21
H -4.63 -4.67 -0.73  0.12
H 5.80 -2.69 3.57  0.12
H 3.65 5.45 -2.09  0.14
H 5.51 4.37 -0.11  0.17
H -6.43 -1.68 -4.50  0.17
H -1.44 0.62 9.39  0.07
C 4.22 5.81 -1.23  -0.01
C -0.92 0.94 10.29  -0.11
F 3.03 0.31 -0.98  -0.17
H -5.32 -6.06 0.16  0.12
O 2.64 3.81 -10.41  0.15
C 1.00 1.90 8.86  -0.18
C 2.69 2.45 -7.25  -0.08
H -3.41 -5.04 1.16  0.12
O 3.17 2.61 -8.55  0.07
C 0.61 0.79 9.94  -0.22
C 5.55 5.12 -0.90  -0.30
H 3.54 5.91 -0.39  0.14
C -6.53 -4.23 0.12  -0.12
H 1.18 0.97 10.85  0.09
F 2.15 -0.90 -2.72  -0.19
F 0.10 -0.74 -1.86  -0.17
C -5.22 -4.97 0.13  -0.26
H 3.96 -1.48 4.67  0.07
Li -2.07 2.26 2.05  0.93
H 3.16 -2.87 3.98  0.07
C 5.96 7.32 -1.10  -0.57
C 2.53 3.61 -9.22  -0.49
P -0.20 -7.04 -4.30  0.12
C -4.47 0.43 -5.93  -0.50
C 3.96 -2.57 4.66  -0.11
F 3.11 4.60 -6.57  0.09
F -0.15 -6.64 -2.76  -0.19
H -4.91 -0.20 -3.22  0.14
P 1.53 -0.14 -1.42  0.13
F -5.47 5.50 -0.19  -0.14
H 1.93 1.67 -7.20  0.14
F -4.91 6.81 1.67  -0.19
H -4.81 -4.84 2.26  0.12
F -1.48 -6.05 -4.48  -0.17
H -7.08 -4.34 1.05  0.07
N 4.03 -5.66 2.32  0.13
O 1.77 4.26 -8.30  0.13

Computed properties:
Max |F| in eV/Å: 4.8
Multiplicity: 1
HOMO in eV: -9.3525
Net charge: -1


no.,DFT total energy (hartree)
1,-1751.4893
2,-11610.5303
3,-1113.2556
4,-5212.0075
5,-1888.0136
6,-993.6551
7,-4796.6809